# 1
Entry from OMol25: an isolated molecule of C4H5NO2 (ωB97M-V with the def2-TZVPD basis set).

Each line ends with the Löwdin charge.
Atoms and positions in Å:
O (1.56, -1.87, 0.77)  0.08
C (0.81, -0.99, 0.42)  -0.42
N (-0.55, -0.92, 0.63)  0.07
C (-1.06, 0.41, 0.37)  -0.10
C (-0.15, 0.85, -0.77)  -0.23
O (0.97, 1.54, -0.26)  0.02
C (1.12, 0.15, -0.56)  -0.13
H (-1.07, -1.66, 1.09)  0.15
H (-0.84, 1.08, 1.22)  0.13
H (-2.13, 0.44, 0.18)  0.12
H (-0.54, 1.04, -1.77)  0.15
H (1.87, -0.06, -1.31)  0.16

As for the multiplicity: 1. As for the structure (SMILES): O=C1NC[C@H]2O[C@@H]12. The value obtained for the electronic energy is -360.6076 a.u. As for the net charge: 0. Its LUMO energy is 0.0296 hartree. Its HOMO energy is -9.76 eV. Its orbital gap is 10.6 eV.

---

# 2
Entry from OMol25: an isolated molecule of C5H6O2 (ωB97M-V with the def2-TZVPD basis set).

Each line ends with the Löwdin charge.
Atoms and positions in Å:
O (-1.35, 0.88, -0.98)  0.07
C (-2.06, 0.13, -0.36)  -0.24
C (-1.57, -0.90, 0.65)  -0.16
C (-0.13, -0.79, 0.77)  -0.03
C (1.01, -0.39, 0.68)  0.01
C (2.23, 0.32, 0.28)  -0.26
O (1.98, 1.10, -0.87)  -0.06
H (-3.16, 0.16, -0.51)  0.12
H (-2.07, -0.70, 1.61)  0.12
H (-1.93, -1.88, 0.33)  0.12
H (2.59, 0.94, 1.11)  0.12
H (3.03, -0.40, 0.05)  0.12
H (1.02, 1.18, -0.95)  0.06

As for the multiplicity: 1. As for the structure (SMILES): O=CCC#CCO. The value obtained for the electronic energy is -344.5103 a.u. As for the net charge: 0. Its LUMO energy is 0.0294 hartree. Its HOMO energy is -9.84 eV. Its orbital gap is 10.6 eV.

---

# 3
Entry from OMol25: C25H20I2KN4O as an isolated structure (ωB97M-V with the def2-TZVPD basis set).

Each line ends with the Löwdin charge.
Atoms and positions in Å:
K (-0.23, -0.53, -1.95)  0.69
I (6.76, 3.01, -1.13)  0.77
C (5.24, 1.60, -1.40)  -0.77
C (4.45, 1.65, -2.54)  -0.26
C (3.45, 0.71, -2.70)  -0.63
I (2.27, 0.80, -4.44)  0.87
C (3.16, -0.31, -1.76)  -0.51
O (2.22, -1.17, -1.90)  -0.26
C (4.01, -0.31, -0.60)  -0.16
C (3.73, -1.36, 0.44)  -0.19
N (2.45, -1.10, 1.09)  -0.04
C (1.96, -2.23, 1.87)  -0.18
C (0.48, -2.08, 2.10)  -0.28
C (-0.07, -2.06, 3.38)  -0.04
C (-1.44, -1.93, 3.52)  -0.08
C (-2.22, -1.82, 2.38)  -0.06
C (-1.59, -1.83, 1.14)  -0.14
N (-0.27, -1.95, 1.00)  0.11
C (5.01, 0.63, -0.44)  -0.13
H (4.62, 2.41, -3.30)  0.07
H (4.53, -1.36, 1.19)  0.11
H (3.73, -2.34, -0.06)  0.12
H (1.77, -0.97, 0.36)  0.06
H (2.48, -2.28, 2.83)  0.11
H (2.13, -3.19, 1.35)  0.12
H (0.58, -2.15, 4.24)  0.10
H (-1.89, -1.91, 4.50)  0.10
H (-3.29, -1.72, 2.44)  0.10
H (-2.17, -1.73, 0.22)  0.05
H (5.62, 0.60, 0.46)  0.09
C (-1.20, 2.94, 3.28)  -0.10
C (-0.23, 2.17, 2.66)  -0.08
C (-0.53, 1.51, 1.47)  -0.03
C (-1.79, 1.63, 0.90)  -0.25
C (-2.76, 2.40, 1.53)  -0.04
C (-2.46, 3.05, 2.71)  -0.10
N (-2.01, 0.88, -0.30)  0.00
N (-3.03, 1.19, -0.93)  0.07
C (-3.26, 0.36, -2.08)  -0.37
C (-3.77, 1.04, -3.18)  -0.08
C (-3.99, 0.35, -4.36)  -0.13
C (-3.74, -1.02, -4.37)  -0.13
C (-3.30, -1.68, -3.23)  -0.19
C (-3.01, -1.03, -2.01)  -0.15
H (-0.97, 3.45, 4.20)  0.09
H (0.76, 2.06, 3.09)  0.10
H (0.22, 0.88, 1.00)  0.10
H (-3.74, 2.47, 1.07)  0.10
H (-3.22, 3.65, 3.20)  0.10
H (-3.97, 2.10, -3.10)  0.09
H (-4.35, 0.86, -5.24)  0.09
H (-3.93, -1.58, -5.29)  0.08
H (-3.18, -2.76, -3.31)  0.07

As for the multiplicity: 1. The value obtained for the electronic energy is -2454.2887 a.u. As for the net charge: -1. Its LUMO energy is 0.0838 hartree. Its HOMO energy is -4.33 eV. Its orbital gap is 6.6 eV.

---

# 4
Entry from OMol25: C17H24BiBrIN2O8P2S2 as an isolated structure at a distorted geometry (ωB97M-V with the def2-TZVPD basis set).

Each line ends with the Löwdin charge.
Atoms and positions in Å:
Bi (-13.88, 2.98, 7.61)  1.49
C (-16.88, 6.95, 5.89)  -0.10
C (-17.70, 5.93, 6.63)  -0.36
O (-18.44, 6.86, 7.40)  -0.07
P (-16.33, 5.27, 10.43)  1.00
O (-13.29, 4.66, 6.54)  -0.54
O (-17.46, 4.22, 10.35)  -0.24
O (-15.05, 4.49, 10.67)  -0.37
P (-17.53, 4.13, 6.76)  0.49
O (-19.06, 4.10, 7.26)  -0.18
O (-17.67, 3.94, 5.14)  -0.41
O (-16.34, 3.90, 7.82)  -0.65
H (-16.10, 7.31, 6.60)  0.07
H (-17.47, 7.83, 5.61)  0.08
H (-16.42, 6.57, 4.97)  0.07
H (-19.31, 6.58, 7.68)  0.08
H (-13.39, 5.55, 6.89)  -0.01
H (-17.26, 3.33, 10.69)  0.07
H (-19.73, 3.64, 6.76)  0.08
C (-12.62, -2.85, 7.01)  -0.08
C (-11.67, -2.00, 6.28)  -0.49
N (-11.80, -0.69, 5.72)  0.13
C (-10.75, -0.43, 4.82)  -0.29
C (-9.83, -1.39, 4.79)  -0.29
S (-10.21, -2.78, 5.81)  1.17
C (-10.67, 0.92, 4.29)  -0.36
C (-9.51, 1.62, 3.94)  -0.31
S (-9.84, 3.31, 3.57)  1.07
C (-11.56, 2.92, 3.83)  -0.55
N (-11.81, 1.61, 4.09)  0.06
C (-12.79, 3.70, 3.55)  -0.09
H (-12.21, -3.07, 8.04)  0.12
H (-12.69, -3.83, 6.60)  0.08
H (-13.60, -2.32, 7.04)  0.10
H (-9.08, -1.48, 4.03)  0.09
H (-8.50, 1.25, 4.12)  0.08
H (-12.84, 3.91, 2.48)  0.09
H (-12.80, 4.66, 4.09)  0.07
H (-13.68, 3.18, 3.91)  0.08
H (-12.67, 0.03, 5.62)  0.22
Br (-18.01, -0.68, 13.09)  0.72
C (-18.38, -1.20, 11.28)  -0.72
C (-19.56, -1.96, 11.21)  -0.15
C (-19.95, -2.54, 9.98)  -0.06
C (-19.10, -2.45, 8.87)  -0.08
C (-17.90, -1.75, 8.94)  -0.18
C (-17.59, -1.08, 10.14)  -0.74
I (-15.95, 0.20, 10.00)  0.87
H (-20.21, -2.07, 12.08)  0.10
H (-20.88, -3.13, 9.97)  0.12
H (-19.35, -3.06, 7.99)  0.12
H (-17.16, -1.80, 8.17)  0.07
C (-11.65, 2.22, 9.63)  -0.26
O (-12.51, 3.40, 9.46)  -0.59
H (-11.43, 1.98, 10.68)  0.07
H (-10.68, 2.33, 9.16)  0.06
H (-12.06, 1.27, 9.21)  0.03
H (-14.00, 3.93, 10.49)  0.23

As for the multiplicity: 1. The value obtained for the electronic energy is -5938.6232 a.u. As for the net charge: +1. Its LUMO energy (alpha / beta) is -0.1504 / -0.1503 hartree. Its HOMO energy (alpha / beta) is -7.69 / -9.15 eV. Its orbital gap (alpha / beta) is 3.6 / 5.1 eV.